No. 1
{
  "formula": "C48H45GaNOP2S2Si",
  "method": "ωB97M-V/def2-TZVPD",
  "symbols": ["C", "H", "C", "C", "N", "H", "C", "H", "H", "C", "C", "H", "H", "C", "H", "C", "H", "C", "H", "C", "H", "C", "H", "C", "C", "C", "C", "C", "C", "C", "C", "H", "H", "P", "C", "H", "C", "C", "H", "S", "H", "H", "C", "H", "H", "C", "C", "H", "H", "H", "H", "C", "H", "H", "C", "P", "H", "H", "C", "C", "H", "H", "C", "C", "C", "C", "H", "H", "C", "Ga", "C", "C", "H", "H", "C", "C", "H", "H", "C", "H", "H", "H", "O", "H", "C", "C", "C", "H", "C", "C", "C", "H", "S", "C", "H", "C", "H", "H", "C", "H", "Si"],
  "coordinates": [[-1.459, -0.263, 5.491], [-1.803, -0.695, -5.742], [-0.064, 0.119, 3.100], [3.594, 0.984, 1.532], [1.340, 2.983, -2.382], [-1.381, -4.681, 2.964], [2.689, 4.792, -1.699], [2.002, 2.796, 2.957], [2.089, -1.553, 3.200], [-0.325, 2.781, 0.461], [0.536, 0.411, 4.329], [0.612, -4.015, -2.937], [-3.733, -2.191, -6.148], [-0.540, 4.160, 0.406], [3.898, 6.467, -1.064], [-1.377, -4.637, 1.882], [-4.689, -3.504, -4.284], [-3.517, 1.404, 0.771], [3.365, 1.863, 0.949], [-0.156, 0.219, 5.513], [-3.995, -2.402, 0.434], [0.555, 5.307, -2.711], [2.215, 8.119, -1.796], [-1.671, -1.190, -3.660], [-2.756, -0.714, -0.070], [0.828, 6.647, -2.525], [-1.375, -0.346, 3.089], [2.024, 7.062, -1.928], [1.864, -3.373, 0.677], [0.149, 5.034, 1.234], [1.491, 4.363, -2.284], [1.431, -4.257, 0.202], [-2.578, 1.891, -2.779], [0.835, 0.498, 1.552], [-2.222, -1.279, -4.932], [-1.873, -0.544, 2.154], [-1.382, -4.504, -0.886], [2.562, 0.195, 2.029], [-1.242, 4.568, -0.314], [3.640, 3.406, -1.279], [0.325, 0.447, 6.456], [6.256, -0.721, 2.745], [-3.296, -2.760, -2.839], [-1.158, 2.952, -2.877], [2.250, -4.421, -2.398], [1.662, -3.752, -3.029], [-3.864, -1.330, 0.517], [1.603, 5.218, 2.805], [-2.571, 3.400, -1.880], [-5.322, 1.378, 1.926], [-1.996, -0.416, 6.418], [1.881, -2.304, -2.670], [5.710, 1.283, 1.397], [1.260, -1.654, -3.286], [-1.500, -3.412, 1.246], [-1.497, -1.693, -0.946], [-0.364, 4.980, -3.182], [4.431, -2.129, 3.649], [-1.254, -5.730, -0.249], [-1.937, 2.574, -2.216], [-3.729, -3.333, -2.028], [-0.831, -0.522, -3.500], [-1.248, -5.801, 1.136], [2.513, -2.465, -0.336], [-2.067, -0.542, 4.278], [2.877, -0.932, 2.793], [-3.087, -0.907, 4.248], [2.918, -2.001, -2.825], [2.367, 2.378, -1.894], [0.518, 0.009, -1.061], [1.289, 3.177, 2.235], [2.969, 6.142, -1.517], [1.965, -3.916, -4.065], [2.953, -1.582, 0.130], [5.224, -0.467, 2.543], [-2.199, -1.931, -2.604], [-3.389, 2.476, 0.891], [-0.024, 6.100, 1.158], [-3.303, -2.115, -5.157], [2.611, -3.692, 1.406], [3.303, -2.980, -0.885], [-1.152, -6.759, 1.632], [1.524, -2.012, -1.296], [0.113, 7.391, -2.851], [4.199, -1.257, 3.048], [0.613, 2.300, 1.389], [4.918, 0.656, 1.789], [1.070, -2.852, 1.213], [-2.573, 0.673, 0.042], [-4.785, -0.582, 1.231], [-1.504, -3.328, -0.147], [1.550, 0.786, 4.365], [2.575, 0.633, -1.809], [-4.608, 0.790, 1.363], [-1.170, -6.634, -0.840], [-3.840, -2.855, -4.110], [-5.639, -1.067, 1.687], [-1.415, -4.476, -1.966], [1.064, 4.541, 2.153], [-1.590, -2.518, 1.850], [-1.179, 1.643, -0.782]],
  "orbital_gap_ev": 8.1,
  "e_above_lowest_kcal_mol": 3.4,
  "charge": 1,
  "homo_ha": -0.37570
}

No. 2
{
  "formula": "C30H36Cl52N3",
  "method": "ωB97M-V/def2-TZVPD",
  "symbols": ["H", "C", "H", "Cl", "C", "Cl", "C", "Cl", "H", "C", "Cl", "Cl", "C", "Cl", "Cl", "H", "Cl", "H", "Cl", "Cl", "C", "Cl", "H", "H", "Cl", "Cl", "H", "H", "H", "Cl", "H", "Cl", "C", "H", "Cl", "Cl", "H", "C", "H", "H", "Cl", "Cl", "Cl", "C", "Cl", "H", "C", "Cl", "Cl", "Cl", "C", "H", "C", "C", "C", "Cl", "C", "Cl", "Cl", "H", "C", "C", "Cl", "H", "H", "C", "Cl", "C", "H", "Cl", "Cl", "Cl", "Cl", "H", "C", "C", "H", "H", "Cl", "C", "H", "Cl", "H", "N", "Cl", "H", "C", "H", "H", "C", "H", "H", "Cl", "Cl", "Cl", "Cl", "H", "C", "Cl", "N", "C", "Cl", "Cl", "C", "C", "Cl", "C", "Cl", "H", "Cl", "Cl", "H", "Cl", "Cl", "C", "Cl", "Cl", "N", "Cl", "H", "H"],
  "coordinates": [[-3.448, 0.224, -1.458], [11.452, -0.230, 1.869], [1.200, 0.777, -7.390], [-10.686, -1.604, 4.940], [-13.479, -0.547, 10.009], [12.653, 0.283, 0.682], [2.632, -1.765, 0.246], [-12.695, -1.982, 9.340], [1.314, -1.459, -1.444], [-2.949, 7.278, -1.632], [-3.096, 3.410, -8.498], [7.761, -3.504, -6.737], [-0.560, -0.072, 1.851], [4.673, 0.687, 3.021], [6.773, -3.205, -4.033], [-2.473, 1.757, -0.336], [6.176, -6.445, 0.841], [-1.390, 3.115, 1.174], [-3.659, 6.207, -8.119], [4.643, 2.057, 5.559], [-12.157, -0.753, 4.447], [9.764, -2.026, -4.274], [0.633, 0.568, -4.718], [1.901, 0.229, 0.745], [-13.469, -0.638, 11.771], [-2.913, 6.399, -3.174], [2.725, -2.728, 0.764], [-1.049, -1.240, -2.179], [4.412, -1.516, -3.995], [-5.917, 0.763, 1.025], [0.140, 0.606, -1.076], [-6.177, 0.991, 3.895], [-6.788, 0.166, 2.460], [1.922, 1.481, -3.804], [12.269, -0.816, 3.320], [-0.995, 1.069, 5.562], [-0.124, 1.906, -7.207], [-1.751, 0.472, 1.061], [2.411, 2.800, -5.843], [4.328, -1.509, -1.616], [0.403, 1.307, 10.038], [0.090, -1.426, 9.165], [6.881, -5.672, -1.852], [1.485, 2.222, -5.760], [-6.280, -3.934, -0.188], [-0.155, -1.578, 0.274], [3.369, -1.304, -2.103], [-4.378, 8.300, -1.612], [6.591, -5.759, -5.377], [-6.524, -1.569, 2.618], [-0.822, 2.691, 0.336], [2.687, -0.183, -6.219], [10.444, -1.024, -2.991], [-1.650, -0.411, -1.785], [6.520, -4.007, -5.587], [9.122, -0.431, -1.972], [1.614, 1.059, -4.770], [-8.614, -5.328, -1.146], [-8.508, 0.480, 2.268], [-2.363, -0.359, 0.716], [-7.768, -4.766, 0.295], [2.271, -1.962, -1.239], [-12.606, 0.900, 9.490], [3.200, -0.218, -2.119], [-1.794, 3.749, -1.418], [2.654, -0.018, -5.139], [4.315, -0.807, 5.452], [0.285, -1.199, 1.203], [1.401, 2.465, -7.919], [10.418, 1.142, 2.287], [1.883, 0.332, 7.764], [5.652, -3.760, -0.082], [8.367, -4.623, 0.385], [2.184, -2.133, -5.229], [3.967, 0.717, 4.639], [-0.884, 3.701, -0.801], [-2.357, 1.027, 1.790], [0.213, 2.490, 0.607], [-1.497, 8.260, -1.452], [2.331, -1.371, -4.453], [3.645, -1.343, 0.239], [-11.712, 0.674, 3.499], [1.389, -1.341, -3.888], [-2.925, -0.585, -1.804], [-15.145, -0.465, 9.428], [3.507, -2.921, -3.478], [1.774, -0.814, 1.071], [0.137, 0.692, 2.209], [-0.091, 5.100, -1.824], [0.965, 1.817, -7.155], [0.740, 2.904, -5.345], [-1.032, -0.493, 2.740], [-13.152, -1.825, 3.460], [10.456, -1.522, 1.188], [4.923, -3.551, -6.193], [-2.482, -0.466, 7.498], [2.204, -3.018, -1.524], [-3.258, 4.698, -7.305], [-4.546, 4.282, -6.164], [0.118, 4.466, -1.051], [3.468, -1.823, -3.532], [11.305, 0.350, -3.687], [11.558, -1.992, -2.021], [1.234, -0.093, 9.354], [-0.911, 0.834, -1.289], [-3.184, -0.616, 4.712], [6.773, -5.133, -0.177], [-13.056, -0.253, 5.877], [3.623, 0.315, -4.755], [-3.049, 6.122, -0.286], [-7.362, -6.144, 1.321], [-0.902, 1.548, -2.125], [-3.702, 1.808, 6.206], [-1.738, 4.905, -6.406], [-2.592, 0.446, 6.001], [2.204, 0.928, 4.515], [2.546, -0.587, 10.423], [-1.536, 1.442, -0.076], [-8.803, -3.650, 1.192], [2.172, -0.856, 2.089], [0.282, -2.044, 1.903]],
  "orbital_gap_ev": 9.5,
  "e_above_lowest_kcal_mol": 0.0,
  "charge": 1,
  "homo_ha": -0.45263
}

No. 3
{
  "formula": "C22H38B2F5N5O5S",
  "method": "ωB97M-V/def2-TZVPD",
  "symbols": ["C", "H", "H", "H", "H", "B", "H", "N", "C", "C", "H", "H", "H", "H", "F", "C", "C", "H", "H", "C", "C", "B", "S", "H", "C", "H", "C", "N", "F", "C", "H", "C", "C", "C", "C", "C", "H", "C", "H", "C", "H", "H", "O", "H", "H", "F", "O", "N", "H", "O", "C", "H", "H", "H", "H", "O", "C", "H", "H", "H", "H", "H", "H", "C", "H", "H", "H", "F", "N", "N", "C", "H", "H", "C", "H", "O", "H", "F"],
  "coordinates": [[5.307, 1.610, -3.263], [4.601, -0.204, 5.305], [-3.282, -0.105, 0.382], [4.389, 2.155, -3.047], [1.210, -1.881, 2.757], [2.300, 1.785, 3.483], [5.303, 2.046, -5.376], [-2.582, -5.531, 1.441], [-3.112, -6.940, -0.694], [6.590, 0.348, -5.061], [-5.979, -0.051, 1.836], [-4.177, -4.362, -1.052], [-2.209, -5.539, -2.054], [-4.065, -7.452, -0.548], [1.662, 3.030, 0.226], [-2.822, -6.151, 0.504], [3.030, -1.452, 4.474], [4.467, 0.565, -4.951], [-2.852, 2.446, -3.969], [-5.851, 0.556, -0.158], [1.547, 0.923, -0.752], [1.057, 2.973, 3.717], [2.880, 1.272, 1.761], [0.167, 1.875, 5.113], [7.822, 1.125, -4.925], [-2.043, 1.306, -1.985], [-4.002, -0.542, 1.077], [8.787, 1.738, -4.828], [0.698, 1.511, -1.617], [1.543, -1.178, 4.523], [-4.769, -1.986, -0.350], [-4.301, -5.048, -1.892], [3.031, 1.129, 4.679], [-2.731, 3.053, -3.071], [-4.340, -1.965, 0.654], [-2.485, 2.791, -0.602], [-3.686, 4.768, -2.146], [-3.819, 4.118, -3.012], [-5.268, -5.543, -1.782], [3.871, -0.140, 4.497], [-4.807, 3.660, -2.945], [2.293, 0.991, 5.476], [0.963, -0.838, 5.510], [-3.273, -6.704, -2.818], [6.539, -0.026, -6.084], [1.136, -0.329, -0.557], [0.882, -1.187, 3.341], [0.851, 4.127, 2.933], [6.658, -0.521, -4.403], [3.044, -0.143, 1.534], [-2.772, 2.110, -1.864], [3.281, -2.087, 5.322], [3.275, -1.999, 3.562], [1.517, 4.344, 2.209], [-3.525, -0.547, 2.058], [0.220, 2.782, 4.794], [5.344, 1.174, -4.722], [-5.057, -2.419, 1.340], [4.445, -0.079, 3.574], [-3.756, 1.640, -1.786], [6.147, 2.264, -3.025], [-4.333, -4.452, -2.804], [3.664, 1.955, 5.049], [1.529, 1.742, 0.559], [-4.959, 1.350, 1.541], [-1.747, 3.521, -3.131], [5.350, 0.749, -2.594], [2.767, 0.916, -1.290], [-2.262, 3.326, 0.390], [-6.270, 0.720, -1.215], [-3.163, -6.057, -1.945], [-2.344, -7.710, -0.788], [-0.087, 4.389, 2.663], [-5.234, 0.367, 1.156], [-3.796, 4.743, -3.905], [3.970, 2.191, 1.528], [-3.445, -2.588, 0.653], [0.350, 1.546, 1.163]],
  "orbital_gap_ev": 9.2,
  "smiles": "NB(O)B(CCCC(=O)O)S(=O)(=O)C(F)(F)C(F)(F)F.CCCC#N.CCCC#N.CCCC#N.CCCC#N",
  "homo_ha": -0.36822
}

No. 4
{
  "formula": "C54H91FN15O3",
  "method": "ωB97M-V/def2-TZVPD",
  "symbols": ["C", "C", "C", "H", "N", "H", "H", "H", "N", "H", "C", "H", "H", "H", "H", "H", "H", "H", "C", "N", "H", "H", "C", "H", "H", "H", "C", "C", "H", "H", "H", "H", "H", "C", "H", "C", "H", "C", "H", "H", "H", "C", "C", "C", "H", "H", "H", "H", "C", "H", "H", "N", "N", "C", "H", "H", "H", "H", "H", "C", "N", "C", "H", "C", "H", "N", "H", "N", "C", "H", "O", "C", "H", "H", "H", "H", "H", "C", "H", "H", "H", "H", "H", "N", "C", "O", "C", "C", "H", "H", "C", "F", "C", "C", "H", "C", "N", "H", "C", "H", "H", "C", "H", "C", "C", "H", "C", "H", "H", "H", "H", "H", "H", "H", "H", "C", "H", "C", "H", "C", "C", "H", "H", "H", "N", "H", "H", "H", "C", "C", "H", "O", "H", "H", "N", "C", "C", "C", "C", "C", "H", "C", "H", "H", "H", "C", "C", "C", "C", "N", "C", "C", "H", "N", "N", "C", "H", "H", "H", "H", "H", "H", "H", "C"],
  "coordinates": [[5.158, -1.911, -7.766], [4.996, 1.847, -2.452], [7.006, 5.210, -9.932], [1.501, -4.198, -0.580], [1.513, 0.043, 0.239], [5.348, 4.084, -7.413], [6.846, 4.880, -6.926], [-0.557, -2.198, 3.730], [7.641, 0.953, 1.256], [6.303, 3.337, -1.826], [-2.841, -0.463, -1.151], [8.421, 4.383, -11.231], [5.525, -2.936, -7.757], [7.217, -1.575, 3.779], [-9.356, 3.005, -2.781], [-5.994, -3.186, 4.669], [-4.591, 0.518, -1.904], [1.143, -2.193, 1.843], [-6.584, 4.173, 1.736], [4.786, -5.846, -3.169], [-7.247, 6.130, 4.003], [-3.422, -2.082, 3.813], [6.604, 2.932, -6.197], [-8.721, -1.725, 3.735], [6.043, -3.237, -4.309], [-4.713, -4.375, 4.819], [-0.765, -1.855, 2.719], [2.204, -8.165, -2.758], [-2.492, -2.496, 5.864], [-2.532, 0.441, -0.624], [-2.071, 0.383, -3.004], [0.265, 2.936, -0.737], [-1.934, -3.881, 3.805], [2.614, 2.055, 2.404], [-6.039, 2.749, -0.299], [3.673, 4.211, 2.035], [4.646, 4.675, 2.096], [7.366, 4.274, -10.988], [-7.008, 7.739, 4.711], [-6.327, 6.310, 5.508], [1.452, 2.343, -1.874], [1.801, -2.003, -1.029], [0.575, -1.328, 2.171], [0.791, 2.043, -1.054], [-3.204, -2.714, 7.454], [-9.941, -2.328, 2.597], [-1.503, -1.056, 2.741], [-0.377, -1.603, -3.253], [-6.551, 6.766, 4.546], [4.701, -1.705, -8.732], [-7.345, 2.190, 1.953], [1.661, -6.420, 0.029], [-0.144, -9.028, -3.471], [2.316, -6.307, 0.964], [5.779, -1.083, 4.700], [0.560, 2.126, 1.928], [-7.612, 4.451, 1.962], [5.721, -1.530, 1.176], [-2.608, -1.302, -3.069], [-8.480, 3.649, -2.746], [3.947, 1.387, -2.400], [-5.327, 6.920, 3.775], [-8.318, 3.974, -1.720], [-9.249, -0.392, 2.213], [3.808, -7.054, 2.222], [-3.247, 3.668, 2.541], [-3.880, -3.573, 1.519], [3.806, 2.752, 2.298], [6.052, 4.219, -6.597], [-1.906, -2.717, 1.094], [-0.132, 1.103, -1.526], [1.494, 2.305, 1.404], [2.114, -7.562, -1.856], [-2.052, 5.986, 4.185], [-5.759, 2.429, 2.650], [2.866, -9.005, -2.553], [-5.958, 4.678, 2.469], [5.505, -0.491, 0.931], [-6.327, 4.603, 0.770], [2.539, -6.122, 3.036], [4.879, 1.619, 3.780], [-0.968, 4.615, 4.512], [4.705, -0.131, 1.576], [7.053, 1.923, -5.888], [6.048, -3.144, 4.513], [2.463, 1.163, 3.220], [6.596, -1.801, 4.645], [0.284, -0.437, 0.975], [-0.362, 0.394, 1.224], [7.199, -1.721, 5.546], [-2.152, -4.033, 2.750], [2.658, -0.371, 0.912], [-3.284, -3.014, 6.414], [-5.055, -0.357, 0.041], [6.726, 2.625, -3.394], [-2.425, 4.284, 3.046], [5.623, -4.200, 4.396], [-0.249, -1.052, 0.260], [-4.237, -2.725, 3.490], [6.772, 4.476, -11.876], [-8.652, 4.520, -3.376], [-1.286, -3.059, 1.921], [-2.592, -1.307, -0.506], [4.615, 2.638, 3.536], [1.670, 1.520, 0.108], [-3.130, -4.093, 6.366], [-1.497, 5.165, 3.734], [1.130, -0.800, 2.940], [5.179, -0.430, -0.107], [4.130, 3.150, 4.364], [3.773, -5.289, 2.070], [-5.432, -1.357, 0.252], [5.545, 3.162, 3.332], [6.998, 1.709, -1.902], [2.559, -0.148, -1.542], [0.449, -0.087, -2.051], [-0.781, 5.578, 3.025], [-9.025, -1.748, 2.690], [5.993, -1.230, -7.611], [-2.076, -0.561, -2.473], [-3.657, -3.820, 2.555], [0.901, 0.164, -3.010], [2.639, -7.566, -3.555], [-0.702, -1.893, -1.543], [6.722, 5.948, -9.104], [-4.644, 2.156, 0.616], [-4.187, -4.742, 2.787], [1.480, 3.347, 1.100], [-4.349, -0.379, -1.336], [-7.313, 2.920, -3.221], [-6.843, 0.679, -0.684], [-4.555, -2.647, 5.937], [-6.815, 0.336, 1.014], [-4.949, -2.133, 2.922], [3.405, -1.591, -5.871], [6.334, 2.413, -2.401], [-0.647, -1.132, -2.312], [-4.916, -3.303, 4.738], [0.890, -8.649, -3.155], [-5.724, 2.086, 0.504], [3.000, 4.662, 2.760], [4.175, -1.730, -6.710], [-4.303, -0.085, 0.783], [-8.242, -2.219, 2.099], [5.536, 4.675, -5.754], [1.617, -3.163, -0.822], [-6.188, 0.656, 0.185], [4.988, -4.725, -3.297], [3.159, -6.185, 2.144], [-9.426, 0.674, 1.837], [6.698, 0.319, 1.120], [-6.373, 2.650, 1.778], [-4.725, -1.226, -1.908], [-6.393, 2.342, -3.587], [-4.376, 7.048, 3.151], [5.292, -3.325, -3.527], [-1.911, -5.057, 2.476], [4.388, -2.809, -3.846], [3.268, 4.367, 1.041], [-0.454, -3.619, 1.498], [2.705, 1.659, -0.201], [5.672, -2.862, -2.618], [7.181, 3.254, -10.657], [1.630, -0.561, -1.144]],
  "orbital_gap_ev": 9.4,
  "charge": 1,
  "homo_ha": -0.41447
}

No. 5
{
  "formula": "C3H2N2O2S",
  "method": "ωB97M-V/def2-TZVPD",
  "symbols": ["H", "C", "O", "C", "N", "C", "S", "O", "N", "H"],
  "coordinates": [[-2.755, -1.114, -0.089], [-0.010, 1.378, -0.026], [-1.788, -1.527, -0.138], [-0.678, -0.697, 0.094], [0.472, -1.218, -0.148], [1.498, -0.241, -0.135], [3.034, -0.790, 0.171], [1.315, 1.036, -0.405], [-1.036, 0.641, 0.517], [-0.052, 2.531, 0.158]],
  "orbital_gap_ev": 8.0,
  "e_above_lowest_kcal_mol": 78.0,
  "smiles": "Oc1ncoc(=S)n1",
  "homo_ha": -0.32194
}